64
Properties=species:S:1:pos:R:3:nbo_charge:R:1 method="wB97M-V/def2-TZVPD" lumo_ev=-3.70 e_above_lowest_ev=1.127 orbital_gap_ev=6.3 charge=+1 e_homo_ev=-10.022
C 0.85132 2.61406 -0.33467 -0.375
C 0.01928 3.50612 -1.10137 -0.324
C -1.09030 3.91720 -0.27559 -0.368
H 0.24895 3.84253 -2.07526 0.255
C -0.91509 3.31017 1.02617 -0.375
C 0.28342 2.50030 0.98308 -0.348
H 0.75162 2.05682 1.82030 0.244
H 1.75637 2.18221 -0.62484 0.253
H -1.84140 4.62896 -0.55776 0.263
H -1.52186 3.48521 1.89080 0.255
Lu -1.28220 1.46194 -0.59941 1.744
C -2.11061 -1.07429 -3.89284 -0.606
H -3.10696 -1.35120 -3.58412 0.192
H -1.78316 -1.76985 -4.64745 0.215
H -1.98976 -0.12975 -4.41001 0.200
Si 0.18681 -2.74044 -2.87593 1.124
C 2.05208 -2.42422 -2.98189 -0.493
C 2.74163 -1.20880 -2.80343 -0.237
H 2.28003 -0.38212 -2.23876 0.188
C 4.01999 -0.96895 -3.36089 -0.228
H 4.55518 -0.00564 -3.17592 0.220
C 4.60744 -1.95005 -4.20606 -0.198
H 5.59084 -1.76663 -4.67714 0.224
C 3.89429 -3.13976 -4.51153 -0.218
H 4.30821 -3.87457 -5.24109 0.229
C 2.65536 -3.34760 -3.90203 -0.195
H 2.04365 -4.18393 -4.27184 0.219
C -0.89588 -1.02091 -2.41038 -0.428
C -0.33695 0.39370 -2.58263 -0.442
H 0.72834 0.56275 -2.82729 0.258
C -1.27030 1.37909 -2.92798 -0.298
H -0.96080 2.19243 -3.57538 0.266
C -2.64070 1.21084 -2.56277 -0.407
H -3.36349 1.97706 -2.80460 0.253
C -2.97788 0.13063 -1.72025 -0.328
H -3.97946 0.02925 -1.35048 0.259
C -2.00765 -0.82828 -1.39279 -0.337
H -2.29365 -1.61496 -0.70712 0.227
H -0.40347 -4.00502 -2.62926 -0.184
H 0.54814 -3.01889 -4.38028 -0.202
C 1.78483 -1.66604 0.30699 -0.974
P 0.67264 -2.90820 -0.33201 0.950
C 1.59714 -4.43727 -0.26422 -0.957
C -0.76799 -3.17062 0.75110 -0.730
C -1.06977 -2.30758 2.00237 -0.691
P -0.90015 -0.45504 1.87405 0.835
C -2.42210 0.14874 2.73941 -0.920
C 0.30087 -0.23432 3.25274 -0.918
H 2.08958 -1.96708 1.31083 0.225
H 1.31058 -0.67261 0.34541 0.233
H 2.67865 -1.59295 -0.32259 0.286
H 2.24985 -4.38557 0.60322 0.233
H 0.89731 -5.26944 -0.14411 0.249
H 2.20397 -4.60440 -1.15586 0.269
H -1.66950 -3.16575 0.11416 0.234
H -0.64079 -4.20216 1.09369 0.252
H -2.12241 -2.46768 2.31888 0.244
H -0.46706 -2.64641 2.86941 0.241
H -2.30640 0.02431 3.81746 0.246
H -2.55610 1.20781 2.51155 0.232
H -3.29075 -0.40974 2.38514 0.244
H -0.22867 -0.17554 4.21258 0.243
H 1.01106 -1.07250 3.28144 0.245
H 0.87052 0.69014 3.11516 0.232

=====

67
Properties=species:S:1:pos:R:3:nbo_charge:R:1 method="wB97M-V/def2-TZVPD" lumo_ev=-4.01 orbital_gap_ev=6.8 charge=+1 e_homo_ev=-10.828
C 3.07803 3.98170 -0.02917 -0.654
C 2.27016 2.69422 0.15137 0.044
C 2.98980 1.58785 0.91871 -0.649
C 1.02447 2.53869 -0.28482 -0.219
C 0.29514 3.47844 -1.23500 -0.438
C -0.92096 4.13732 -0.51272 -0.397
C -2.29509 3.76262 -1.09840 -0.215
C -2.40335 4.21344 -2.58630 -0.610
C -2.57360 2.23792 -1.04232 -0.410
C -3.40070 1.81547 0.21293 -0.219
N -2.89676 0.48749 0.62508 -0.055
C -2.38730 0.25874 1.81035 0.067
C -1.89064 -0.95464 2.26653 -0.173
C -1.92174 -1.99583 1.33836 -0.132
C -2.45827 -1.61944 0.08654 0.226
C -2.48507 -2.69476 -0.99335 -0.438
C -1.08212 -3.20701 -1.36082 -0.524
C -0.33814 -2.28312 -2.32540 0.712
O -0.78821 -1.20216 -2.59775 -0.538
N 0.87562 -2.75152 -2.92720 -0.673
C 2.04113 -2.36497 -2.16489 0.201
C 2.42328 -2.99758 -0.99594 -0.277
C 3.56638 -2.63430 -0.30748 -0.198
C 4.36717 -1.61844 -0.78789 -0.210
C 3.98800 -0.95038 -1.94213 -0.202
C 2.84738 -1.33075 -2.60849 -0.232
N -2.94387 -0.46524 -0.28154 -0.157
H 2.87731 4.45836 -0.99113 0.219
H 4.15135 3.76365 0.00201 0.215
H 2.83507 4.64710 0.80725 0.224
H 2.73611 0.59396 0.54552 0.224
H 4.07539 1.71496 0.83476 0.217
H 2.76769 1.69274 1.99225 0.212
H 0.47748 1.66972 0.10036 0.174
H -0.06929 2.83330 -2.04898 0.211
H 0.98492 4.19352 -1.68257 0.224
H -0.79244 5.22538 -0.57603 0.224
H -0.85929 3.83459 0.54251 0.196
H -3.05678 4.30254 -0.51694 0.202
H -2.79271 5.23525 -2.63324 0.222
H -1.45539 4.09680 -3.11954 0.216
H -3.12425 3.58950 -3.13038 0.207
H -3.00621 1.82557 -1.95411 0.238
H -1.60099 1.73771 -0.91377 0.215
H -3.30430 2.53410 1.02727 0.226
H -4.44378 1.71567 -0.10081 0.243
H -2.35374 1.10702 2.49265 0.237
H -1.47569 -1.09385 3.25780 0.260
H -1.52651 -2.98579 1.58293 0.296
H -3.09276 -3.53653 -0.63214 0.234
H -2.99461 -2.32828 -1.88926 0.257
H -1.22740 -4.16167 -1.89362 0.243
H -0.47673 -3.44723 -0.47731 0.241
H 0.87837 -3.76889 -2.95965 0.375
H 1.84011 -3.81496 -0.56911 0.209
H 3.86881 -3.15560 0.59685 0.220
H 5.28549 -1.31535 -0.29299 0.222
H 4.59541 -0.14341 -2.34349 0.224
H 2.54256 -0.82109 -3.52024 0.231
C -0.14633 -3.97508 4.13106 0.779
O -0.11735 -3.81867 2.91363 -0.714
N -0.93726 -4.90549 4.72768 -0.833
N 0.61500 -3.22673 4.97576 -0.840
H -0.97474 -5.05085 5.71919 0.399
H -1.50842 -5.47551 4.13082 0.412
H 1.21362 -2.53408 4.56409 0.411
H 0.61155 -3.33620 5.97262 0.399